No. 1
The following is a DFT calculation (ωB97M-V/def2-TZVPD) of a single C4H10O2 molecule.

Geometry as ORCA input:
```
! wB97M-V def2-TZVPD RIJCOSX def2/J DEFGRID3
* xyz 0 1
C 1.7829 0.9991 0.2075
O 0.5137 0.5931 0.6621
C -0.1825 -0.2605 -0.2429
C -0.0341 -1.7167 0.1710
C -1.6352 0.2096 -0.2217
O -1.7067 1.6067 -0.3626
H 2.4664 0.1475 0.0802
H 1.7082 1.5382 -0.7488
H 2.1948 1.6723 0.9635
H 0.2177 -0.1060 -1.2565
H 1.0105 -2.0416 0.1229
H -0.6245 -2.3698 -0.4822
H -0.3875 -1.8429 1.1999
H -2.1788 -0.2404 -1.0590
H -2.1115 -0.1271 0.7149
H -1.0335 1.9385 0.2518
*
```

Properties
LUMO energy, eV: 1.029
SMILES string: CO[C@@H](C)CO
Relative energy (zero: lowest compared OMol25 entry of this formula, charge and spin), eV: 1.037
Largest force on an atom, eV/Å: 0.4

No. 2
The following is a DFT calculation (ωB97M-V/def2-TZVPD) of a molecular structure, C43H57BGe2IN6O2S3Ti.

Geometry as ORCA input:
```
! wB97M-V def2-TZVPD RIJCOSX def2/J DEFGRID3
* xyz 0 4
Ti 0.7997 0.0966 -0.6533
C -2.3419 2.7635 -3.6882
C -2.3655 1.7420 -4.8244
C -1.5598 2.2434 -6.0218
C -3.8307 1.5266 -5.2114
N -1.7923 0.4200 -4.4235
C -2.2737 -0.7688 -4.9472
C -1.5129 -1.7628 -4.4643
N -0.5471 -1.2083 -3.6505
B 0.3550 -2.1952 -2.8749
N -0.4340 -3.0107 -1.8383
C -0.3045 -4.3775 -1.7278
C -0.9799 -4.7701 -0.6368
N -1.5323 -3.6368 -0.0522
C -1.1797 -2.5570 -0.8006
S -1.5289 -0.9100 -0.5702
C -2.2151 -3.7528 1.2703
C -1.1646 -4.2120 2.2851
C -2.8350 -2.4536 1.7696
C -3.3312 -4.7914 1.1291
N 1.6456 -1.4580 -2.3029
C 2.4965 -0.9479 -3.2870
C 3.7410 -0.9474 -2.8083
N 3.7201 -1.4448 -1.5086
C 2.4186 -1.7610 -1.2170
S 1.7259 -2.3151 0.2328
C 5.0032 -1.8338 -0.8399
C 6.0369 -0.7403 -1.1089
C 4.8888 -2.0049 0.6687
C 5.4479 -3.1537 -1.4747
C -0.7144 0.1353 -3.6429
S 0.3255 1.2663 -2.8910
H -2.9726 3.6034 -3.9847
H -1.3443 3.1400 -3.4948
H -2.7282 2.3427 -2.7603
H -1.9584 3.1959 -6.3706
H -1.5987 1.5267 -6.8438
H -0.5194 2.3910 -5.7294
H -4.2818 2.5016 -5.3855
H -4.3735 1.0402 -4.4004
H -3.9544 0.9497 -6.1272
H -3.1154 -0.8191 -5.6073
H -1.5763 -2.8247 -4.6154
H 0.7708 -3.0135 -3.6631
H 0.2574 -4.9507 -2.4414
H -1.1128 -5.7548 -0.2336
H -0.3624 -3.4746 2.3527
H -0.7280 -5.1722 2.0107
H -1.6259 -4.3113 3.2677
H -2.0849 -1.6913 1.9601
H -3.3462 -2.6827 2.7061
H -3.5597 -2.0496 1.0665
H -2.9534 -5.7736 0.8486
H -4.0521 -4.4683 0.3774
H -3.8494 -4.8936 2.0819
H 2.1249 -0.6198 -4.2396
H 4.6462 -0.6092 -3.2740
H 5.6934 0.2245 -0.7340
H 6.2883 -0.6469 -2.1644
H 6.9522 -1.0044 -0.5811
H 4.4394 -1.1340 1.1391
H 5.8972 -2.1174 1.0696
H 4.3185 -2.8857 0.9373
H 5.5844 -3.0436 -2.5514
H 4.7047 -3.9316 -1.2956
H 6.3928 -3.4739 -1.0357
C -0.4908 -0.1056 4.9581
Ge -0.0889 1.1580 3.5000
C 0.5745 2.8642 4.2351
C -1.7880 1.4683 2.5867
Ge 1.7512 0.0509 2.2109
C 2.6425 -1.0243 3.6220
C 2.9001 -2.3899 3.5357
C 3.4720 -3.0754 4.6009
C 3.7973 -2.4060 5.7688
C 3.5383 -1.0479 5.8778
C 2.9568 -0.3693 4.8171
C 3.2038 1.2057 1.4969
C 4.2282 1.6240 2.3544
C 5.2376 2.4737 1.9285
C 5.2550 2.9282 0.6171
C 4.2687 2.5042 -0.2556
C 3.2635 1.6431 0.1756
H -1.1654 0.3906 5.6571
H 0.3945 -0.4425 5.4924
H -1.0032 -0.9784 4.5516
H -0.0497 3.1735 5.0736
H 0.5317 3.6300 3.4614
H 1.6036 2.7715 4.5790
H -2.5875 1.4069 3.3265
H -1.9630 0.7334 1.8025
H -1.8093 2.4544 2.1272
H 2.6546 -2.9189 2.6256
H 3.6613 -4.1384 4.5155
H 4.2432 -2.9418 6.5970
H 3.7786 -0.5197 6.7919
H 2.7280 0.6860 4.9254
H 4.2424 1.2755 3.3777
H 6.0074 2.7859 2.6227
H 6.0302 3.6025 0.2775
H 4.2711 2.8433 -1.2845
H 2.5373 1.4006 -0.6026
I 1.0866 8.7518 0.3369
C 0.4861 6.7414 0.1980
C 1.3235 5.7502 0.6861
C 0.9248 4.4261 0.5819
C -0.2997 4.0969 0.0083
C -1.1257 5.1070 -0.4638
C -0.7360 6.4357 -0.3783
C -0.7400 2.6575 -0.1089
O -1.8817 2.3966 -0.4489
O 0.1735 1.7928 0.2030
H 2.2741 5.9962 1.1381
H 1.5673 3.6357 0.9471
H -2.0785 4.8369 -0.8994
H -1.3800 7.2185 -0.7540
*
```

Properties
Expectation value of S²: 3.760
LUMO energy (alpha / beta), eV: 0.449 / -0.743
Relative energy (zero: lowest compared OMol25 entry of this formula, charge and spin), eV: 0.176
Largest force on an atom, eV/Å: 0.7

No. 3
The following is a DFT calculation (ωB97M-V/def2-TZVPD) of a molecular structure, C4H12BrO4Pt in a non-equilibrium geometry.

Geometry as ORCA input:
```
! wB97M-V def2-TZVPD RIJCOSX def2/J DEFGRID3
* xyz 2 4
Pt -4.8186 13.7568 -7.7703
Br -3.3233 12.1056 -6.1992
C -5.3914 12.0187 -2.8958
C -5.6017 11.8086 -1.4099
O -4.3977 11.9779 -0.5767
O -4.9094 10.8384 -3.5559
H -4.7093 12.8628 -2.9980
H -6.3105 12.3641 -3.3691
H -5.7951 10.7865 -1.0843
H -6.3509 12.5036 -1.0308
H -4.1929 12.9007 -0.4092
H -4.5284 11.1181 -4.3915
C -0.8347 14.1161 -3.3493
C -0.4450 14.6966 -4.7605
O -0.9198 16.0058 -4.9467
O -2.2592 13.9053 -3.4479
H -0.5657 14.7243 -2.4856
H -0.4655 13.0911 -3.3157
H -0.7408 14.0714 -5.6029
H 0.6350 14.8434 -4.7791
H -1.7971 15.8771 -5.3148
H -2.4481 13.1578 -4.0199
*
```

Properties
Expectation value of S²: 3.763
LUMO energy (alpha / beta), eV: -8.485 / -12.448
Largest force on an atom, eV/Å: 3.8

No. 4
The following is a DFT calculation (ωB97M-V/def2-TZVPD) of 2 unconnected molecules or ions with the total composition C3H6I2 in a non-equilibrium geometry.

Geometry as ORCA input:
```
! wB97M-V def2-TZVPD RIJCOSX def2/J DEFGRID3
* xyz 0 3
C -0.8882 -0.1755 -0.9950
C 1.2891 -0.2665 0.4777
C 0.5659 0.1069 -0.7339
I 1.5757 1.3757 -2.1994
I 0.6717 -3.1757 -1.8623
H -1.0795 -1.1054 -0.3403
H -1.6112 0.6360 -0.7050
H -1.1386 -0.4296 -2.0199
H 1.6727 0.4504 1.1230
H 2.0491 -0.9682 0.3620
H 0.4643 -0.7378 1.0086
*
```

Properties
Expectation value of S²: 2.010
LUMO energy (alpha / beta), eV: 0.531 / -3.295
Relative energy (zero: lowest compared OMol25 entry of this formula, charge and spin), eV: 0.000
Largest force on an atom, eV/Å: 2.8

No. 5
The following is a DFT calculation (ωB97M-V/def2-TZVPD) of a single C10H16ClN5S molecule in a non-equilibrium geometry.

Geometry as ORCA input:
```
! wB97M-V def2-TZVPD RIJCOSX def2/J DEFGRID3
* xyz 0 1
C 2.3214 -1.9474 1.4813
C 1.7803 -1.3329 0.1982
C 1.2229 -2.3558 -0.7942
C 2.9457 -0.6647 -0.5524
N 0.6964 -0.3426 0.3379
C 0.7518 0.7869 1.1234
S 1.2371 0.6326 2.7032
N 0.2387 1.9726 0.8379
C -0.4338 2.4444 -0.4648
C -1.5513 1.4412 -0.7018
N -1.3423 0.3679 -1.4942
C -2.3944 -0.5421 -1.6159
Cl -2.1638 -2.0463 -2.4838
C -3.5804 -0.3719 -0.7769
N -3.7767 0.7244 0.0162
C -2.7681 1.6149 -0.0623
N -3.0186 2.6941 0.8089
H 2.8123 -2.8393 1.2354
H 1.5986 -2.2719 2.2282
H 3.0198 -1.2710 1.9396
H 2.0260 -2.9780 -1.2525
H 0.4304 -2.9986 -0.2860
H 0.7454 -1.8036 -1.5913
H 2.6051 -0.3786 -1.5677
H 3.4125 0.1148 0.0355
H 3.7913 -1.3097 -0.8246
H 0.3533 -0.1627 -0.6454
H 0.2113 2.5918 1.6593
H -0.7901 3.5486 -0.2488
H 0.3231 2.4007 -1.2623
H -4.2680 -1.2091 -0.6870
H -2.4169 2.8901 1.5078
H -4.0191 2.6014 1.1992
*
```

Properties
LUMO energy, eV: -0.391
SMILES string: CC(C)(C)NC(=S)NCc1nc(Cl)cnc1N
Largest force on an atom, eV/Å: 5.2

No. 6
The following is a DFT calculation (ωB97M-V/def2-TZVPD) of a single C5H7N molecule in a non-equilibrium geometry.

Geometry as ORCA input:
```
! wB97M-V def2-TZVPD RIJCOSX def2/J DEFGRID3
* xyz 0 3
C -0.3862 1.9815 -0.1385
C 0.1239 1.2820 -1.3210
C 0.0765 -0.2861 -0.7777
C -0.0817 -0.0260 0.6958
C 0.0081 -1.1689 1.5424
N -0.2458 1.2228 0.9738
H -0.5039 1.5618 -2.2757
H 1.1738 1.4116 -1.5291
H -0.8863 -0.5498 -1.1187
H 0.8006 -0.9274 -1.1309
H 0.4743 -1.8954 0.8128
H -1.0953 -1.3942 1.8486
H 0.5421 -1.2118 2.4182
*
```

Properties
Expectation value of S²: 2.027
LUMO energy (alpha / beta), eV: 1.009 / -0.480
Relative energy (zero: lowest compared OMol25 entry of this formula, charge and spin), eV: 0.091
Largest force on an atom, eV/Å: 5.2

No. 7
The following is a DFT calculation (ωB97M-V/def2-TZVPD) of a molecular structure, C20H28Cl57NO3SSi2.

Geometry as ORCA input:
```
! wB97M-V def2-TZVPD RIJCOSX def2/J DEFGRID3
* xyz 0 1
N -1.4393 0.4366 2.7148
Si -2.0697 2.0246 2.9403
S -2.1259 2.8942 0.9883
O -3.5369 1.9332 3.6720
Si -4.8199 2.9474 3.4268
C -6.2915 1.8241 3.0452
O -6.0356 0.5128 3.5925
O -5.4004 -0.2426 2.5736
H -1.6237 0.1539 1.7559
H -1.8684 -0.2439 3.3374
H -1.1219 2.8423 3.7152
H -3.4285 2.8815 0.7103
H -5.1276 3.7501 4.6282
H -4.5347 3.8793 2.3347
H -6.4577 1.7182 1.9715
H -7.2237 2.1615 3.5062
H -4.4840 -0.1941 2.8772
C -3.5631 3.2851 -2.5935
Cl -4.9749 2.8501 -1.6361
Cl -3.6969 2.6565 -4.2319
Cl -3.3261 5.0370 -2.5992
H -2.6861 2.8330 -2.1426
C 1.4553 -2.0859 2.6651
Cl 1.0549 -3.1919 3.9798
Cl 3.0269 -2.4822 1.9746
Cl 0.2099 -2.0748 1.4300
H 1.5188 -1.0904 3.0873
C 3.3737 -0.7962 6.2028
Cl 2.3679 -0.6695 7.6400
Cl 2.7005 0.1735 4.8822
Cl 5.0333 -0.3213 6.5291
H 3.3733 -1.8315 5.8827
C -1.9664 -0.3360 7.1150
Cl -1.7557 -1.7959 8.0863
Cl -0.5717 -0.0620 6.0787
Cl -3.4594 -0.4092 6.1755
H -2.0450 0.5077 7.7924
C -3.7486 7.2726 2.5589
Cl -2.3227 6.6113 3.3679
Cl -4.2143 6.2438 1.2104
Cl -5.0846 7.4532 3.6934
H -3.4951 8.2541 2.1774
C 3.9701 0.0643 -0.3836
Cl 2.6577 1.2393 -0.5388
Cl 4.9536 0.0080 -1.8413
Cl 4.9495 0.3959 1.0418
H 3.5164 -0.9107 -0.2539
C -3.6515 10.6716 6.2911
Cl -2.7185 10.0553 4.9268
Cl -4.4571 12.1820 5.8725
Cl -4.8123 9.4756 6.8639
H -2.9584 10.8744 7.0977
C 6.1577 -3.8083 -2.9264
Cl 5.2453 -3.7473 -1.4248
Cl 5.2744 -3.0480 -4.2495
Cl 7.7508 -3.0796 -2.7355
H 6.2908 -4.8477 -3.1806
C -0.3589 0.5214 -2.4765
Cl -1.7670 0.0670 -1.5123
Cl -0.5087 -0.0896 -4.1159
Cl -0.1382 2.2773 -2.4562
H 0.5206 0.0777 -2.0236
C -2.8728 3.3475 -7.7952
Cl -3.6785 1.8267 -8.1883
Cl -1.2505 3.3958 -8.4828
Cl -3.8311 4.7253 -8.3315
H -2.7777 3.4099 -6.7185
C -6.8135 5.6576 -1.5457
Cl -7.0380 7.4052 -1.4855
Cl -7.0837 4.9260 0.0370
Cl -7.8334 4.9234 -2.7723
H -5.7815 5.4606 -1.8156
C 7.3747 -7.9975 -4.8886
Cl 6.7437 -6.3530 -5.0103
Cl 9.0443 -8.0826 -5.4521
Cl 7.2483 -8.5958 -3.2374
H 6.7680 -8.6274 -5.5277
C 0.1579 -4.3232 -3.2723
Cl -0.6814 -4.1801 -1.7250
Cl -0.7095 -3.4540 -4.5370
Cl 1.8052 -3.7091 -3.1546
H 0.1948 -5.3718 -3.5390
C 2.2516 -7.9190 -4.0937
Cl 1.4962 -7.6828 -2.5156
Cl 1.2808 -7.1946 -5.3761
Cl 3.8913 -7.2795 -4.1078
H 2.3062 -8.9851 -4.2764
C -6.6027 6.9299 -6.2403
Cl -5.5400 6.2396 -5.0141
Cl -6.8294 5.8005 -7.5742
Cl -8.1479 7.4169 -5.5511
H -6.1205 7.8173 -6.6304
C 5.3419 -9.9226 0.4116
Cl 4.5100 -9.7717 1.9581
Cl 4.4095 -9.1769 -0.8849
Cl 6.9649 -9.2346 0.5096
H 5.4413 -10.9766 0.1843
C -3.0772 4.3180 8.0659
Cl -3.6667 2.6940 7.6891
Cl -1.3612 4.4534 7.6828
Cl -4.0105 5.5463 7.2229
H -3.1963 4.4768 9.1304
C 7.4285 -5.7416 1.8159
Cl 6.2201 -4.4670 1.7344
Cl 8.2862 -5.8763 0.2776
Cl 8.5540 -5.4785 3.1457
H 6.9139 -6.6790 1.9907
C 9.0041 -5.5253 -8.1636
Cl 7.5193 -6.4217 -8.4837
Cl 10.0467 -5.4991 -9.5831
Cl 8.6392 -3.8950 -7.6053
H 9.5304 -6.0380 -7.3680
*
```

Properties
LUMO energy, eV: 0.117
Largest force on an atom, eV/Å: 0.8

No. 8
The following is a DFT calculation (ωB97M-V/def2-TZVPD) of a molecular structure, C17H16CrN5O11 in a non-equilibrium geometry.

Geometry as ORCA input:
```
! wB97M-V def2-TZVPD RIJCOSX def2/J DEFGRID3
* xyz -1 5
Cr -1.0296 -0.6312 -0.2226
O -0.7986 -3.1669 5.3533
C -0.9714 -2.6920 4.1004
C -1.4748 -1.4194 3.8512
C -1.5892 -1.0247 2.5406
N -1.2413 -1.8063 1.5109
C -0.8256 -3.0571 1.7513
C -0.6647 -3.5287 3.0377
C -0.6192 -3.9708 0.5320
O -0.1515 -5.0876 0.7537
O -1.0130 -3.4521 -0.5489
C -2.2061 0.2979 2.1420
O -2.7202 1.0166 2.9695
O -2.2163 0.4636 0.8535
H -1.0176 -2.4784 5.9894
H -1.7834 -0.7379 4.6339
H -0.3154 -4.5412 3.1825
N -2.7473 -1.0629 -1.3077
C -2.6848 -1.8996 -2.5259
C -1.5053 -1.5105 -3.4086
C -0.1865 -2.0971 -2.9238
N 0.3084 -1.4441 -1.6876
H -3.3804 -1.4665 -0.6247
H -3.1172 -0.1391 -1.5179
H -3.6243 -1.8120 -3.0759
H -2.5659 -2.9289 -2.1944
H -1.4339 -0.4198 -3.4937
H -1.6931 -1.8843 -4.4176
H 0.5717 -2.0090 -3.7043
H -0.3251 -3.1497 -2.6914
H 0.8863 -0.6498 -1.9377
H 0.8856 -2.1056 -1.1794
O -0.4758 1.0883 -1.1217
C 0.4699 1.1941 -0.2659
O 0.5769 0.2157 0.5566
C 1.3995 2.3287 -0.2739
C 2.4261 2.3560 0.6456
C 3.3481 3.4219 0.6306
C 3.1954 4.4481 -0.3377
C 2.1528 4.3641 -1.2245
C 1.2227 3.3321 -1.2455
N 2.0110 5.4415 -2.2341
O 2.8465 6.3256 -2.2580
O 1.1343 5.3136 -3.0714
N 4.3907 3.4620 1.5317
O 4.5054 2.5244 2.3731
O 5.1939 4.4368 1.4875
H 2.5442 1.5734 1.3785
H 3.8965 5.2646 -0.3586
H 0.4115 3.3044 -1.9520
*
```

Properties
Expectation value of S²: 6.056
LUMO energy (alpha / beta), eV: 1.916 / 1.885
Largest force on an atom, eV/Å: 1.0

No. 9
The following is a DFT calculation (ωB97M-V/def2-TZVPD) of 4 unconnected molecules or ions with the total composition C29H43BBrIN3O4S.

Geometry as ORCA input:
```
! wB97M-V def2-TZVPD RIJCOSX def2/J DEFGRID3
* xyz -1 1
C 1.7386 -2.8679 -0.1673
C 2.5663 -1.5871 -0.0682
S 1.6456 -0.2472 -0.8547
C 2.0411 1.2691 0.0497
C 1.8884 1.3232 1.6030
C 3.2391 1.5733 2.2736
C 4.3741 0.5884 1.9657
C 4.4554 -0.4751 3.0492
Br 5.4298 -2.0590 2.4665
O 1.2774 0.1687 2.1199
B -0.2056 0.3842 2.2169
O -0.9465 -0.5559 1.3982
C -2.1336 -1.0338 1.9192
C -3.2425 0.0443 1.9189
C -4.6408 -0.5682 1.8406
O -3.0429 0.9111 0.8039
O -0.3606 1.8114 1.7224
C 0.8561 2.3782 2.0829
C 0.8961 3.8946 1.8756
I 1.6959 4.6692 0.0178
C 1.6086 4.6424 3.0083
C 0.8868 4.4741 4.3541
H 1.0018 -2.8898 0.6373
H 1.1817 -2.9116 -1.1080
H 2.3780 -3.7525 -0.1057
H 3.5516 -1.7194 -0.5236
H 2.6936 -1.3279 0.9764
H 3.0375 1.6203 -0.2340
H 1.3314 1.9548 -0.4102
H 3.5809 2.5760 1.9867
H 3.0640 1.5929 3.3566
H 4.2554 0.1155 0.9912
H 5.3159 1.1411 1.9252
H 3.4662 -0.8030 3.3623
H 5.0040 -0.1212 3.9200
H -0.5885 0.3111 3.3962
H -2.0140 -1.3796 2.9596
H -2.4671 -1.8968 1.3227
H -3.1489 0.6234 2.8433
H -5.0050 -0.4698 0.8160
H -5.3553 -0.0722 2.5005
H -4.6232 -1.6342 2.0871
H -2.6434 1.7399 1.1046
H 0.9653 2.2985 3.1838
H -0.1419 4.2244 1.8463
H 2.6480 4.3139 3.0886
H 1.6399 5.7019 2.7456
H 1.0459 5.3497 4.9874
H 1.2512 3.6071 4.9068
H -0.1872 4.3346 4.2114
N -4.4652 -3.2350 -2.3398
C -3.5703 -2.5930 -1.5879
C -3.4246 -1.2123 -1.5723
C -4.2527 -0.4562 -2.3835
C -5.1877 -1.1072 -3.1750
C -5.2525 -2.4901 -3.1123
H -2.9365 -3.2119 -0.9627
H -2.6882 -0.7421 -0.9307
H -4.1683 0.6229 -2.3900
H -5.8553 -0.5585 -3.8267
H -5.9764 -3.0343 -3.7121
N 6.0539 3.5091 0.9265
C 7.2411 2.9264 0.7838
C 8.2073 3.3645 -0.1103
C 7.9233 4.4670 -0.9002
C 6.6887 5.0803 -0.7645
C 5.7899 4.5656 0.1593
H 7.4263 2.0618 1.4129
H 9.1551 2.8486 -0.1845
H 8.6496 4.8376 -1.6126
H 6.4176 5.9379 -1.3654
H 4.8066 5.0038 0.2862
N -6.6428 -7.7616 -5.8307
C -5.7799 -7.0877 -5.0732
C -5.6436 -5.7067 -5.1022
C -6.4483 -4.9865 -5.9696
C -7.3519 -5.6736 -6.7651
C -7.4098 -7.0547 -6.6571
H -5.1653 -7.6824 -4.4068
H -4.9273 -5.2118 -4.4583
H -6.3707 -3.9080 -6.0246
H -8.0006 -5.1532 -7.4570
H -8.1063 -7.6238 -7.2640
*
```

Properties
LUMO energy, eV: 2.163
Largest force on an atom, eV/Å: 0.9